No. 1
Here is a molecular structure, C26H50NP3SeV from the OMol25 dataset. Energies are from ωB97M-V/def2-TZVPD.

Its spin multiplicity is 3. The calculation puts the LUMO energy (alpha / beta) at -10.3053 / -10.1228 eV. Its charge is +3. The calculation puts the total energy at -148135.9364 eV. Its gap between HOMO and LUMO (alpha / beta) is 5.32 / 5.50 eV.

Geometry (Å):
V  0.02  -0.24  -0.09
P  0.07  -2.68  0.00
P  1.93  -0.28  -1.66
P  -2.16  -0.06  0.87
H  -1.83  6.09  -4.13
C  -2.13  6.48  -3.14
C  -1.46  6.23  -2.00
H  -0.51  5.74  -2.00
C  -0.42  -3.61  -1.51
C  1.77  -3.34  0.17
C  -0.98  -3.50  1.26
C  2.14  1.26  -2.64
C  3.52  -0.42  -0.79
C  2.07  -1.51  -3.01
C  -2.88  1.62  0.77
C  -2.32  -0.40  2.65
C  -3.53  -1.04  0.14
H  -3.00  7.15  -3.20
H  -1.82  6.62  -1.03
H  -0.26  -4.68  -1.34
H  0.19  -3.28  -2.36
H  -1.47  -3.42  -1.74
H  1.76  -4.43  0.30
H  2.31  -2.88  1.01
H  2.35  -3.10  -0.72
H  -0.92  -4.59  1.16
H  -2.02  -3.20  1.11
H  -0.70  -3.24  2.29
H  2.83  1.06  -3.48
H  2.58  2.02  -1.99
H  1.17  1.60  -3.01
H  4.37  -0.25  -1.47
H  3.62  -1.41  -0.35
H  3.55  0.30  0.03
H  2.78  -1.14  -3.76
H  1.09  -1.64  -3.49
H  2.40  -2.48  -2.63
H  -3.87  1.63  1.25
H  -2.97  1.93  -0.28
H  -2.21  2.32  1.29
H  -3.32  -0.12  3.01
H  -1.56  0.16  3.20
H  -2.18  -1.47  2.85
H  -4.47  -0.76  0.61
H  -3.35  -2.11  0.26
H  -3.58  -0.83  -0.94
C  -2.23  1.00  -3.32
C  -1.70  2.22  -2.91
C  -2.31  3.38  -3.33
C  -3.40  3.37  -4.19
C  -3.89  2.15  -4.67
C  -3.29  0.96  -4.26
Se  -1.44  -0.55  -2.49
H  -0.95  0.56  -1.33
H  -0.84  2.32  -2.25
H  -1.88  4.29  -2.96
H  -3.85  4.30  -4.49
H  -4.72  2.11  -5.37
H  -3.64  0.01  -4.66
C  3.25  -2.24  3.81
N  1.80  -2.42  3.52
C  1.21  -3.48  4.41
C  0.95  -1.15  3.49
C  1.58  0.07  2.87
C  2.56  0.77  3.58
C  3.14  1.94  3.07
C  2.66  2.48  1.87
C  1.68  1.80  1.14
C  1.18  0.57  1.61
H  3.38  -1.80  4.80
H  3.72  -1.62  3.04
H  3.71  -3.24  3.80
H  1.72  -2.78  2.55
H  1.26  -3.13  5.45
H  0.18  -3.68  4.12
H  1.81  -4.39  4.29
H  0.05  -1.43  2.93
H  0.62  -0.98  4.53
H  2.88  0.37  4.55
H  3.91  2.45  3.65
H  3.01  3.44  1.48
H  1.31  2.26  0.20

***

No. 2
Here is a molecular structure, C89H86CsFN12O3PSSb from the OMol25 dataset. Energies are from ωB97M-V/def2-TZVPD.

The calculation puts the LUMO energy at 3.0702 eV. Its charge is -2. The calculation puts the total energy at -147641.7765 eV. Its gap between HOMO and LUMO is 3.84 eV.

Geometry (Å):
Cs  -0.82  0.09  -0.70
C  2.43  0.36  5.88
N  2.37  0.31  4.45
C  1.25  0.11  3.67
N  1.53  0.23  2.40
C  2.84  0.51  2.31
C  3.40  0.57  3.58
C  4.75  0.93  3.98
C  5.47  0.20  4.93
C  6.76  0.57  5.26
C  7.36  1.65  4.65
C  6.65  2.38  3.70
C  5.36  2.03  3.37
C  3.57  0.74  1.06
C  3.10  1.66  0.13
C  3.87  1.98  -0.97
C  5.09  1.37  -1.17
C  5.54  0.41  -0.28
C  4.79  0.10  0.84
P  -0.37  -0.06  4.48
C  -1.20  -1.41  3.61
N  -1.43  -1.60  2.33
C  -2.31  -2.62  2.24
C  -2.66  -3.07  3.51
N  -1.95  -2.28  4.38
C  -1.81  -2.47  5.79
C  -3.47  -4.19  3.90
C  -3.39  -5.39  3.18
C  -4.11  -6.50  3.57
C  -4.94  -6.45  4.68
C  -5.06  -5.26  5.39
C  -4.34  -4.15  5.01
C  -2.85  -3.12  0.98
C  -4.23  -3.30  0.84
C  -4.75  -3.80  -0.33
C  -3.91  -4.16  -1.38
C  -2.54  -4.00  -1.24
C  -2.01  -3.47  -0.07
C  -1.14  1.42  3.78
N  -1.35  1.74  2.53
C  -1.99  2.93  2.55
C  -2.18  3.35  3.86
N  -1.64  2.36  4.65
C  -1.46  2.39  6.06
C  -2.73  4.60  4.35
C  -3.65  4.65  5.41
C  -4.15  5.86  5.85
C  -3.75  7.04  5.25
C  -2.85  7.01  4.20
C  -2.35  5.80  3.75
C  -2.41  3.70  1.38
C  -3.71  4.21  1.34
C  -4.08  5.07  0.32
C  -3.15  5.46  -0.63
C  -1.88  4.92  -0.61
C  -1.51  4.03  0.38
H  1.44  0.58  6.27
H  2.76  -0.60  6.30
H  3.13  1.14  6.19
H  5.02  -0.66  5.40
H  7.30  0.00  6.01
H  8.37  1.93  4.91
H  7.11  3.23  3.22
H  4.80  2.61  2.65
H  2.15  2.15  0.31
H  3.51  2.71  -1.67
H  5.69  1.63  -2.03
H  6.49  -0.08  -0.44
H  5.15  -0.63  1.56
H  -1.99  -3.52  6.03
H  -0.80  -2.20  6.10
H  -2.51  -1.84  6.35
H  -2.74  -5.45  2.32
H  -4.02  -7.42  3.01
H  -5.50  -7.32  4.99
H  -5.71  -5.20  6.25
H  -4.46  -3.22  5.55
H  -4.88  -3.03  1.66
H  -5.82  -3.91  -0.44
H  -4.32  -4.56  -2.29
H  -1.87  -4.28  -2.04
H  -0.95  -3.35  0.03
H  -1.67  3.39  6.44
H  -2.11  1.67  6.56
H  -0.42  2.13  6.31
H  -3.99  3.72  5.86
H  -4.85  5.88  6.67
H  -4.14  7.99  5.61
H  -2.54  7.93  3.72
H  -1.63  5.78  2.94
H  -4.41  3.92  2.10
H  -5.09  5.45  0.29
H  -3.42  6.18  -1.38
H  -1.15  5.21  -1.36
H  -0.50  3.63  0.42
C  5.01  -1.39  -6.01
C  5.22  -0.19  -5.07
C  5.31  1.08  -5.91
C  6.56  -0.36  -4.33
C  4.07  -0.16  -4.08
C  3.05  0.79  -4.13
C  2.05  0.76  -3.17
N  1.98  -0.14  -2.22
C  2.90  -1.09  -2.18
C  3.96  -1.12  -3.09
C  2.74  -2.11  -1.13
C  3.40  -3.34  -1.18
C  3.22  -4.29  -0.19
C  2.33  -3.95  0.83
C  1.71  -2.71  0.80
N  1.91  -1.81  -0.14
C  4.00  -5.60  -0.24
C  3.53  -6.60  0.82
C  3.83  -6.25  -1.61
C  5.48  -5.27  0.01
H  5.78  -1.42  -6.78
H  4.03  -1.31  -6.49
H  5.03  -2.32  -5.46
H  6.16  1.02  -6.59
H  5.44  1.95  -5.27
H  4.42  1.22  -6.51
H  7.39  -0.37  -5.03
H  6.59  -1.29  -3.76
H  6.70  0.46  -3.63
H  3.03  1.57  -4.88
H  1.27  1.51  -3.18
H  4.72  -1.89  -3.01
H  4.04  -3.56  -2.02
H  2.12  -4.63  1.64
H  1.01  -2.42  1.57
H  2.47  -6.82  0.71
H  3.71  -6.22  1.83
H  4.09  -7.53  0.72
H  2.78  -6.39  -1.84
H  4.33  -7.23  -1.63
H  4.27  -5.64  -2.40
H  5.60  -4.81  0.99
H  5.85  -4.57  -0.73
H  6.08  -6.18  -0.03
C  -1.80  4.98  -5.70
C  -1.18  4.59  -4.37
Sb  -1.58  2.60  -3.41
C  -3.75  2.78  -3.02
C  -4.48  3.98  -3.56
C  -1.65  1.59  -5.35
C  -3.04  1.37  -5.91
H  -1.37  5.93  -6.05
H  -2.87  5.13  -5.61
H  -1.61  4.23  -6.47
H  -1.40  5.36  -3.63
H  -0.10  4.58  -4.48
H  -3.82  2.77  -1.93
H  -4.20  1.85  -3.37
H  -3.96  4.90  -3.27
H  -5.50  4.03  -3.15
H  -4.56  3.94  -4.64
H  -1.16  0.63  -5.20
H  -1.03  2.16  -6.04
H  -3.60  0.75  -5.22
H  -3.01  0.86  -6.88
H  -3.56  2.32  -6.04
F  -7.63  -0.29  0.07
C  -6.35  -0.15  0.57
C  -5.31  0.19  -0.27
C  -4.04  0.33  0.26
C  -3.78  0.11  1.61
C  -4.85  -0.24  2.42
C  -6.15  -0.37  1.92
H  -5.49  0.35  -1.33
H  -3.23  0.63  -0.40
H  -4.71  -0.44  3.48
H  -6.98  -0.62  2.56
N  0.97  3.95  -2.28
C  1.65  4.66  -1.66
C  2.46  5.50  -0.92
C  3.13  6.56  -1.51
N  3.72  7.44  -1.98
C  2.63  5.25  0.43
N  2.79  5.04  1.56
O  -2.80  -0.11  -2.97
C  -1.98  -0.97  -3.32
N  -0.69  -0.94  -3.04
S  0.10  -2.22  -3.60
O  0.59  -3.09  -2.56
O  1.06  -1.89  -4.62
C  -1.33  -3.02  -4.37
C  -1.50  -4.21  -5.04
C  -2.78  -4.55  -5.46
C  -3.85  -3.72  -5.20
C  -3.67  -2.52  -4.53
C  -2.40  -2.18  -4.11
H  -0.65  -4.85  -5.23
H  -2.93  -5.48  -6.00
H  -4.85  -4.00  -5.54
H  -4.50  -1.85  -4.32

***

No. 3
Here is a molecular structure, C4H12NO2Tl from the OMol25 dataset. Energies are from ωB97M-V/def2-TZVPD.

The calculation puts the LUMO energy at -13.8689 eV. Its charge is +2. The calculation puts the total energy at -14594.8158 eV. Its gap between HOMO and LUMO is 1.50 eV. As for the energy above the lowest of the compared OMol25 structures with the same formula, charge and spin: 1.830 eV.

Geometry (Å):
Tl  -3.33  -3.01  0.11
O  -6.95  -4.84  -2.71
H  -6.82  -4.94  -3.67
C  1.00  2.88  -0.23
C  0.51  1.44  -0.15
C  1.36  0.46  0.80
O  1.09  -0.94  0.47
C  2.06  -1.75  1.05
N  -0.89  1.35  -0.11
H  0.39  3.44  0.48
H  0.71  3.27  -1.21
H  2.08  2.84  -0.09
H  0.78  1.09  -1.15
H  1.32  0.53  1.89
H  2.38  0.66  0.51
H  2.07  -1.68  2.14
H  3.07  -1.67  0.64
H  1.81  -2.80  0.91
H  -1.21  1.57  0.83
H  -1.41  2.12  -0.51

***

No. 4
Here is C21H19N3OSi in the gas phase from the OMol25 dataset. Energies are from ωB97M-V/def2-TZVPD.

The calculation puts the LUMO energy at -0.2699 eV. Its charge is 0. Its SMILES is C[Si](C)(C)C#Cc1ccc(-n2[nH]c3c(cnc4ccccc43)c2=O)cc1. The calculation puts the total energy at -36478.1719 eV. Its gap between HOMO and LUMO is 8.08 eV.

Geometry (Å):
C  -6.74  1.61  -1.98
Si  -5.41  2.98  -1.88
C  -5.86  4.02  -0.28
C  -5.66  4.02  -3.45
C  -3.79  2.45  -1.59
C  -2.77  2.16  -0.99
C  -1.50  1.62  -0.63
C  -0.44  2.31  -0.02
C  0.72  1.66  0.32
C  0.95  0.29  0.13
N  2.02  -0.49  0.74
N  2.44  -1.78  0.49
C  3.60  -2.07  1.17
C  4.05  -0.82  1.65
C  5.24  -0.86  2.40
N  5.85  -1.98  2.71
C  5.44  -3.17  2.18
C  6.20  -4.28  2.38
C  5.83  -5.51  1.80
C  4.71  -5.53  1.03
C  3.98  -4.45  0.80
C  4.27  -3.24  1.37
C  3.04  0.16  1.34
O  3.21  1.34  1.58
C  -0.09  -0.31  -0.56
C  -1.25  0.36  -0.92
H  -7.54  2.00  -1.37
H  -6.43  0.67  -1.52
H  -6.86  1.44  -3.06
H  -6.94  3.93  -0.16
H  -5.38  3.58  0.61
H  -5.64  5.08  -0.38
H  -5.43  3.49  -4.36
H  -4.91  4.85  -3.38
H  -6.58  4.63  -3.50
H  -0.52  3.33  0.31
H  1.50  2.05  0.92
H  1.84  -2.50  0.02
H  5.72  0.09  2.78
H  7.08  -4.21  3.01
H  6.40  -6.40  2.01
H  4.34  -6.44  0.61
H  3.07  -4.55  0.18
H  0.13  -1.27  -1.02
H  -1.93  -0.25  -1.46

***

No. 5
Here is C5H14N2 in the gas phase from the OMol25 dataset. Energies are from ωB97M-V/def2-TZVPD.

The calculation puts the LUMO energy at 1.0654 eV. Its charge is 0. Its SMILES is C[C@H](N)CCCN. The calculation puts the total energy at -8391.9999 eV. Its gap between HOMO and LUMO is 10.36 eV. As for the energy above the lowest of the compared OMol25 structures with the same formula, charge and spin: 0.619 eV.

Geometry (Å):
C  2.12  0.53  -0.57
C  1.24  0.01  0.56
N  2.05  -0.83  1.43
C  0.06  -0.88  0.09
C  -0.86  -0.33  -0.99
C  -1.85  0.70  -0.51
N  -2.87  0.07  0.36
H  2.53  1.50  -0.26
H  3.03  -0.07  -0.60
H  1.62  0.66  -1.53
H  0.79  0.81  1.16
H  1.46  -1.13  2.21
H  2.77  -0.26  1.86
H  0.56  -1.78  -0.24
H  -0.51  -1.12  1.00
H  -1.34  -1.16  -1.50
H  -0.22  0.03  -1.80
H  -1.33  1.43  0.09
H  -2.30  1.24  -1.35
H  -3.36  0.84  0.82
H  -3.61  -0.27  -0.24

***

Among the records above, which one has the lowest charge? C89H86CsFN12O3PSSb

***

Repeat the fifth record exactly.
Here is C5H14N2 in the gas phase from the OMol25 dataset. Energies are from ωB97M-V/def2-TZVPD.

The calculation puts the LUMO energy at 1.0654 eV. Its charge is 0. Its SMILES is C[C@H](N)CCCN. The calculation puts the total energy at -8391.9999 eV. Its gap between HOMO and LUMO is 10.36 eV. As for the energy above the lowest of the compared OMol25 structures with the same formula, charge and spin: 0.619 eV.

Geometry (Å):
C  2.12  0.53  -0.57
C  1.24  0.01  0.56
N  2.05  -0.83  1.43
C  0.06  -0.88  0.09
C  -0.86  -0.33  -0.99
C  -1.85  0.70  -0.51
N  -2.87  0.07  0.36
H  2.53  1.50  -0.26
H  3.03  -0.07  -0.60
H  1.62  0.66  -1.53
H  0.79  0.81  1.16
H  1.46  -1.13  2.21
H  2.77  -0.26  1.86
H  0.56  -1.78  -0.24
H  -0.51  -1.12  1.00
H  -1.34  -1.16  -1.50
H  -0.22  0.03  -1.80
H  -1.33  1.43  0.09
H  -2.30  1.24  -1.35
H  -3.36  0.84  0.82
H  -3.61  -0.27  -0.24

***

The lowest charge belongs to which entry? C89H86CsFN12O3PSSb

***

The highest charge belongs to which entry? C26H50NP3SeV